Record 1
Here is a 5-piece molecular cluster, C36H79ClN4O9P2 overall in a non-equilibrium geometry from OMol25. Energies are from ωB97M-V/def2-TZVPD.

XYZ file:
```
131
Properties=species:S:1:pos:R:3:mulliken_charge:R:1
C -0.79 1.99 1.76 -1.25
C -0.82 0.45 2.14 0.15
C 0.67 -0.09 2.31 -0.66
C 0.82 -1.45 1.51 -0.84
P 2.50 -1.69 0.71 0.19
C 2.43 -1.04 -1.05 -0.20
C 3.25 0.26 -1.30 0.67
C 4.46 0.66 -0.59 -0.58
C 5.18 1.89 -0.94 -0.50
C 4.74 2.78 -2.03 -0.58
C 3.52 2.40 -2.73 -0.57
C 2.79 1.17 -2.39 0.69
C 1.53 0.86 -3.25 -1.37
P 2.65 -3.89 0.52 0.11
O 2.95 -4.31 -1.10 -0.47
Cl 4.33 -4.57 1.59 -0.22
H -1.81 2.41 2.00 0.34
H -0.65 2.04 0.64 0.17
H 0.03 2.51 2.31 0.43
H -1.38 -0.07 1.31 0.09
H -1.37 0.22 3.10 0.19
H 0.91 -0.31 3.39 0.23
H 1.43 0.63 1.90 0.44
H 0.05 -1.53 0.68 0.32
H 0.59 -2.33 2.18 0.44
H 1.35 -0.79 -1.27 -0.16
H 2.72 -1.81 -1.81 0.48
H 4.86 0.03 0.24 0.32
H 6.12 2.16 -0.40 0.33
H 5.28 3.70 -2.33 0.36
H 3.15 3.07 -3.55 0.33
H 0.67 0.44 -2.67 0.25
H 1.80 0.15 -4.08 0.26
H 1.14 1.78 -3.76 0.35
H 3.79 -3.87 -1.37 0.32
C -3.24 -2.67 2.29 -0.76
O -3.92 -1.50 2.73 -0.31
C -5.20 -1.32 2.11 -0.54
C -6.32 -1.55 3.12 -0.27
N -6.43 -2.96 3.49 -0.33
C -7.28 -3.21 4.65 -0.71
C -6.88 -2.58 5.99 -0.48
O -5.69 -3.11 6.56 -0.45
C -4.49 -2.56 6.04 -0.49
H -2.21 -2.61 2.65 0.11
H -3.70 -3.57 2.71 0.38
H -3.23 -2.73 1.20 0.36
H -5.32 -1.95 1.22 0.41
H -5.24 -0.28 1.79 0.18
H -7.27 -1.22 2.68 0.39
H -6.11 -0.92 3.99 0.14
H -5.50 -3.32 3.69 0.09
H -7.30 -4.30 4.79 0.38
H -8.30 -2.91 4.40 0.40
H -7.67 -2.81 6.70 0.36
H -6.84 -1.48 5.94 0.34
H -4.59 -1.51 5.77 0.26
H -4.14 -3.14 5.19 0.14
H -3.72 -2.64 6.82 0.36
C -6.43 0.48 -0.82 -0.70
O -5.62 1.45 -0.19 -0.41
C -4.22 1.25 -0.37 -0.65
C -3.63 2.31 -1.29 0.03
N -4.08 2.14 -2.67 -0.36
C -3.79 3.28 -3.54 -0.92
C -4.41 4.64 -3.18 0.20
O -5.82 4.70 -3.33 -0.46
C -6.55 4.18 -2.24 -0.53
H -7.45 0.60 -0.46 0.23
H -6.43 0.62 -1.91 0.35
H -6.09 -0.53 -0.58 0.29
H -4.00 0.24 -0.73 0.39
H -3.76 1.35 0.61 0.22
H -2.54 2.24 -1.26 0.33
H -3.92 3.29 -0.89 0.11
H -5.08 1.99 -2.67 0.12
H -4.15 3.01 -4.54 0.40
H -2.70 3.39 -3.61 0.37
H -4.01 5.36 -3.89 -0.13
H -4.10 4.99 -2.19 0.30
H -6.05 4.35 -1.28 0.26
H -6.75 3.11 -2.38 0.17
H -7.52 4.68 -2.21 0.34
C -1.20 7.82 -2.50 -0.90
O -1.66 7.18 -3.68 -0.18
C -2.40 8.04 -4.54 -0.86
C -1.60 8.35 -5.81 -0.22
N -0.46 9.22 -5.52 -0.31
C 0.50 9.32 -6.62 -0.70
C 1.20 8.04 -7.08 -0.46
O 2.11 7.49 -6.14 -0.45
C 1.51 6.69 -5.13 -0.36
H -0.83 7.05 -1.82 0.24
H -0.38 8.51 -2.71 0.36
H -2.01 8.36 -2.00 0.35
H -2.72 8.95 -4.04 0.44
H -3.30 7.49 -4.83 0.38
H -2.26 8.85 -6.53 0.41
H -1.28 7.39 -6.24 0.13
H 0.02 8.86 -4.71 0.08
H 1.28 10.02 -6.28 0.38
H 0.01 9.79 -7.47 0.39
H 1.81 8.30 -7.95 0.35
H 0.50 7.27 -7.44 0.35
H 0.64 6.14 -5.50 0.28
H 1.24 7.30 -4.27 0.13
H 2.25 5.96 -4.79 0.19
C 5.34 -7.85 2.20 -0.57
O 5.66 -8.67 3.31 -0.36
C 6.27 -9.91 2.94 -0.81
C 7.74 -9.94 3.34 -0.17
N 8.53 -9.03 2.51 -0.33
C 9.88 -8.78 3.01 -0.69
C 10.03 -8.14 4.39 -0.46
O 9.60 -6.79 4.46 -0.43
C 8.20 -6.61 4.63 -0.51
H 4.71 -7.03 2.56 0.08
H 6.24 -7.42 1.75 0.32
H 4.78 -8.40 1.44 0.36
H 6.13 -10.14 1.88 0.40
H 5.75 -10.69 3.51 0.40
H 8.13 -10.96 3.22 0.39
H 7.80 -9.67 4.40 0.15
H 8.05 -8.14 2.44 0.05
H 10.37 -8.12 2.28 0.37
H 10.44 -9.72 2.99 0.39
H 11.10 -8.11 4.62 0.34
H 9.57 -8.73 5.19 0.35
H 7.75 -7.41 5.23 0.27
H 7.70 -6.55 3.66 0.16
H 8.04 -5.66 5.13 0.30
```

HOMO level ... -8.17 eV
SMILES ... CCCCP(Cc1ccccc1C)#P(O)Cl.COCCNCCOC.COCCNCCOC.COCCNCCOC.COCCNCCOC



Record 2
Here is a 8-piece molecular cluster, C36H80ClN4 overall in a non-equilibrium geometry from OMol25. Energies are from ωB97M-V/def2-TZVPD.

XYZ file:
```
121
Properties=species:S:1:pos:R:3:mulliken_charge:R:1
C -8.09 9.66 -0.84 -1.39
C -7.65 8.33 -0.19 -0.39
C -6.86 7.40 -1.17 -0.66
N -5.65 6.59 -0.61 0.10
C -5.01 5.83 -1.74 -0.63
C -3.96 4.81 -1.34 -0.71
C -4.41 3.94 -0.17 -0.55
C -5.02 4.74 1.00 -0.58
C -6.07 5.64 0.46 -0.77
C -4.62 7.57 -0.15 -1.02
H -8.56 10.27 -0.11 0.41
H -8.85 9.48 -1.66 0.32
H -7.22 10.28 -1.22 0.34
H -8.64 7.89 -0.08 0.30
H -7.23 8.47 0.83 0.42
H -6.35 7.98 -1.97 0.46
H -7.53 6.67 -1.63 0.43
H -5.90 5.36 -2.17 0.51
H -4.57 6.54 -2.46 0.37
H -3.80 4.12 -2.20 0.35
H -3.12 5.36 -1.00 0.33
H -5.24 3.26 -0.47 0.31
H -3.52 3.47 0.16 0.28
H -5.51 4.07 1.73 0.33
H -4.23 5.37 1.46 0.26
H -6.86 5.10 -0.01 0.43
H -6.48 6.26 1.21 0.52
H -4.33 8.30 -0.95 0.32
H -3.76 7.04 0.28 0.47
H -5.08 8.04 0.70 0.40
C 5.86 -9.01 1.48 -1.41
C 4.72 -9.97 1.03 -0.60
C 3.63 -9.25 0.10 -0.27
N 2.70 -10.21 -0.36 0.22
C 2.60 -11.45 0.44 -0.44
C 1.55 -12.27 -0.18 -0.91
C 0.43 -11.75 -0.86 -0.25
C 0.25 -10.40 -0.79 -0.76
C 1.37 -9.61 -0.48 -0.48
C 3.18 -10.62 -1.79 -0.95
H 6.36 -8.36 0.79 0.38
H 6.66 -9.63 2.03 0.33
H 5.43 -8.38 2.26 0.36
H 4.09 -10.25 1.87 0.42
H 5.08 -10.87 0.54 0.45
H 3.94 -8.70 -0.85 0.35
H 3.05 -8.53 0.76 0.27
H 2.16 -11.22 1.47 0.42
H 3.57 -11.85 0.81 0.62
H -5.48 0.62 -4.97 -0.06
H 1.68 -13.32 0.00 0.45
H -0.55 -12.55 -1.13 0.28
H 3.28 10.27 -4.98 0.08
H -6.79 -10.61 -5.98 0.03
H -0.69 -10.00 -0.90 0.55
H 1.15 -8.96 0.57 0.31
H 1.44 -8.92 -1.28 0.43
H 2.87 -9.76 -2.41 0.35
H 2.78 -11.61 -2.06 0.40
H 4.25 -10.70 -1.68 0.46
C 5.25 -1.41 -3.94 -1.40
C 4.23 -0.51 -4.64 -0.32
C 2.76 -0.92 -4.38 -0.70
N 1.81 0.18 -3.84 -0.02
C 1.94 1.39 -4.77 -0.48
C 0.89 2.41 -4.50 -0.84
C -0.52 1.82 -4.52 -0.58
C -0.57 0.73 -3.46 -0.63
C 0.42 -0.31 -3.86 -0.77
C 2.20 0.55 -2.38 -0.94
H 6.15 -0.91 -3.54 0.36
H 5.53 -2.17 -4.61 0.39
H 4.83 -1.91 -3.04 0.34
H 4.45 -0.34 -5.68 0.52
H 4.36 0.50 -4.22 0.20
H 2.73 -1.74 -3.70 0.53
H 2.28 -1.27 -5.27 0.39
H 1.91 0.97 -5.78 0.43
H 2.92 1.84 -4.59 0.35
H 1.01 3.14 -5.27 0.45
H 1.20 3.01 -3.58 0.32
H -0.76 1.40 -5.49 0.32
H -1.20 2.65 -4.26 0.28
H -1.51 0.24 -3.43 0.38
H -0.33 1.17 -2.47 0.28
H 0.28 -0.77 -4.81 0.47
H 0.44 -1.17 -3.16 0.52
H 3.34 0.59 -2.41 0.36
H 1.81 -0.23 -1.75 0.31
H 1.73 1.52 -2.11 0.45
C -0.68 -0.82 4.59 -1.51
C -0.33 0.63 4.37 0.22
C 1.01 0.83 5.09 -1.02
N 1.47 2.26 5.12 0.38
C 1.89 2.73 3.78 -0.18
C 2.60 4.09 3.80 -0.91
C 3.80 4.22 4.80 -0.66
C 3.35 3.69 6.11 -0.71
C 2.63 2.39 6.10 -0.74
C 0.43 3.09 5.62 -1.09
H -0.93 -0.97 5.67 0.33
H 0.16 -1.49 4.37 0.32
H -1.48 -1.15 4.00 0.46
H -1.12 1.28 4.78 0.28
H -0.16 0.83 3.35 0.24
H 1.89 0.36 4.60 0.40
H 0.92 0.49 6.10 0.47
H 2.59 2.00 3.31 0.34
H 0.91 2.70 3.25 -0.02
H 2.96 4.33 2.86 0.49
H 1.86 4.86 4.06 0.32
H 4.67 3.72 4.37 0.32
H 4.03 5.24 4.89 0.38
H 4.17 3.53 6.87 0.34
H 2.68 4.37 6.61 0.38
H 3.22 1.56 5.88 0.55
H 2.23 2.23 7.13 0.37
H -0.19 2.56 6.38 0.34
H -0.26 3.31 4.81 0.41
H 0.70 4.05 6.04 0.37
Cl -1.06 2.65 1.61 -0.83
```

Total charge ... +3
HOMO level ... -10.46 eV



Record 3
Here is a 3-piece molecular cluster, C36H80ClN4O11S overall from OMol25. Energies are from ωB97M-V/def2-TZVPD.

XYZ file:
```
133
Properties=species:S:1:pos:R:3:mulliken_charge:R:1
C -5.59 4.30 -0.73 -1.17
C -4.42 5.10 -0.16 -0.51
O -3.22 4.78 -0.86 0.11
C -2.76 5.83 -1.69 -0.57
C -1.57 5.32 -2.53 -0.87
O -1.05 4.14 -1.97 -0.18
C -1.27 2.90 -2.61 -1.21
C -1.56 1.95 -1.46 0.88
O -1.71 0.64 -1.97 -0.38
C -2.50 -0.23 -1.19 -1.91
C -1.80 -1.43 -0.55 -0.41
O -1.55 -2.46 -1.51 -0.58
C -0.37 -2.40 -2.27 -1.35
O -0.47 -1.50 -3.32 -0.25
C -0.80 -2.05 -4.59 -0.36
C -2.29 -2.37 -4.75 -0.90
C 0.89 -2.10 -1.45 0.17
C 2.08 -1.91 -2.40 -1.49
O 3.32 -2.11 -1.77 -0.09
C 3.68 -3.48 -1.54 -0.31
C 4.28 -3.67 -0.14 -0.39
O 5.57 -4.22 -0.19 -0.48
C 6.64 -3.31 -0.01 -0.19
C 7.07 -2.66 -1.31 -0.96
N 0.65 -0.92 -0.54 0.43
C 1.86 -0.60 0.30 -0.54
C 2.80 0.54 -0.18 0.36
C 3.11 1.51 0.97 -1.50
Cl 2.12 1.47 -1.54 -0.14
C -0.58 -1.20 0.36 1.29
N -0.39 -2.40 1.13 -0.17
C -0.81 0.01 1.28 -0.49
C -0.44 -0.14 2.77 -0.41
C -0.39 1.23 3.47 -0.50
S -1.92 1.72 4.30 -0.13
H -6.53 4.62 -0.26 0.41
H -5.46 3.23 -0.54 0.22
H -5.67 4.47 -1.80 0.32
H -4.63 6.18 -0.23 0.46
H -4.26 4.88 0.90 0.31
H -2.46 6.70 -1.10 0.37
H -3.58 6.15 -2.35 0.47
H -0.77 6.06 -2.52 0.32
H -1.87 5.18 -3.57 0.41
H -2.12 2.93 -3.30 0.50
H -0.38 2.59 -3.16 0.19
H -0.72 2.00 -0.75 -0.34
H -2.47 2.29 -0.95 0.31
H -3.26 -0.67 -1.85 0.43
H -3.05 0.35 -0.43 0.61
H -2.54 -1.85 0.14 0.80
H -0.25 -3.43 -2.66 0.93
H -0.18 -2.94 -4.78 0.36
H -0.49 -1.29 -5.32 0.42
H -2.50 -3.44 -4.68 0.27
H -2.65 -2.02 -5.72 0.37
H -2.85 -1.84 -3.97 0.09
H 1.08 -2.97 -0.82 0.66
H 1.95 -2.62 -3.23 0.58
H 2.07 -0.91 -2.84 0.21
H 4.44 -3.75 -2.28 0.54
H 2.80 -4.12 -1.70 0.26
H 4.29 -2.69 0.36 0.21
H 3.65 -4.34 0.46 0.20
H 7.46 -3.89 0.42 0.33
H 6.36 -2.55 0.74 0.26
H 7.16 -3.44 -2.08 0.28
H 6.34 -1.93 -1.67 0.15
H 8.04 -2.17 -1.20 0.41
H 0.40 -0.13 -1.15 0.48
H 2.44 -1.52 0.35 -0.10
H 1.52 -0.37 1.31 0.65
H 3.72 0.09 -0.54 0.43
H 3.88 2.21 0.68 0.48
H 2.21 2.10 1.23 0.24
H 3.42 0.95 1.86 0.41
H 0.51 -2.49 1.59 0.45
H -0.61 -3.26 0.63 -0.24
H -1.88 0.26 1.25 0.72
H -0.26 0.88 0.89 -0.49
H -1.23 -0.73 3.26 0.50
H 0.51 -0.66 2.92 0.39
H -0.13 2.03 2.78 -0.32
H 0.38 1.23 4.25 0.43
H -2.51 2.24 3.22 0.05
C -2.53 -4.84 0.60 -0.48
O -1.16 -5.21 0.58 -0.25
C -0.78 -6.20 1.55 -0.91
C -0.45 -7.51 0.87 -0.27
N -1.63 -8.12 0.29 -0.27
C -1.38 -9.27 -0.58 -0.73
C -0.52 -9.07 -1.82 -0.45
O -1.12 -8.28 -2.83 -0.48
C -1.00 -6.88 -2.67 -0.38
H -2.57 -3.98 -0.07 -0.26
H -3.20 -5.62 0.23 0.42
H -2.84 -4.54 1.61 0.44
H -1.58 -6.33 2.28 0.40
H 0.10 -5.83 2.07 0.36
H -0.03 -8.19 1.62 0.44
H 0.34 -7.31 0.13 0.15
H -2.14 -7.43 -0.24 0.07
H -2.35 -9.65 -0.90 0.38
H -0.92 -10.06 0.03 0.40
H -0.37 -10.05 -2.27 0.36
H 0.48 -8.68 -1.58 0.31
H -0.04 -6.61 -2.20 0.16
H -1.81 -6.46 -2.07 0.17
H -1.04 -6.44 -3.66 0.32
C -0.93 5.23 1.29 -0.41
O -0.26 4.88 2.48 -0.26
C 1.16 4.89 2.40 -0.43
C 1.76 6.05 3.17 -0.44
N 1.46 7.32 2.54 -0.27
C 1.81 8.51 3.31 -0.72
C 1.15 8.71 4.67 -0.47
O -0.23 9.00 4.61 -0.44
C -1.09 7.89 4.50 -0.45
H -1.98 4.99 1.43 -0.08
H -0.84 6.30 1.07 0.26
H -0.55 4.66 0.43 0.23
H 1.48 4.93 1.35 0.30
H 1.52 3.96 2.84 0.31
H 2.85 5.92 3.20 0.39
H 1.40 5.98 4.21 0.20
H 0.47 7.35 2.31 0.01
H 1.57 9.38 2.70 0.38
H 2.90 8.51 3.46 0.41
H 1.62 9.59 5.13 0.36
H 1.33 7.87 5.35 0.33
H -0.70 7.02 5.04 0.27
H -1.27 7.60 3.46 0.09
H -2.05 8.18 4.94 0.35
```

Total charge ... +1
HOMO level ... -10.16 eV



- The lowest HOMO level belongs to which entry?
  C36H80ClN4



- Look up the HOMO level of the second one.
  -10.46 eV



- Which value of HOMO level does entry 2 give?
  -10.46 eV



- The lowest HOMO level belongs to which entry?
  C36H80ClN4